No. 1
Entry from OMol25: a structure of composition C55H47Cl2NO3P2Pt (ωB97M-V with the def2-TZVPD basis set).

The energy relative to the best compared isomer or geometry (same formula, charge and spin) is 0.0 kJ/mol. The highest occupied orbital energy (spin up / spin down) is -11.803 / -12.931 eV. Its total energy is -112281.9522 eV.

The geometry in ORCA input format:
```
! RIJCOSX wB97M-V def2-TZVPD def2/J DEFGRID3
* xyz 2 5
Pt 15.058 -6.700 18.048
C 16.436 -4.589 20.101
N 16.645 -5.118 18.723
C 16.816 -4.081 17.727
C 17.823 -6.029 18.654
C 17.737 -6.819 17.348
C 18.881 -6.975 16.552
C 18.905 -7.902 15.463
C 17.749 -8.613 15.196
C 16.587 -8.433 15.964
C 16.544 -7.497 16.973
H 17.408 -4.366 20.639
H 15.996 -5.341 20.717
H 15.859 -3.704 20.103
H 17.868 -3.821 17.686
H 16.225 -3.190 17.986
H 16.492 -4.383 16.737
H 17.721 -6.770 19.441
H 18.765 -5.477 18.732
H 19.797 -6.337 16.747
H 19.834 -8.005 14.800
H 17.644 -9.395 14.439
H 15.689 -8.897 15.686
C 8.944 -6.361 21.685
C 10.240 -5.622 21.367
C 10.243 -4.282 22.132
C 11.438 -6.517 21.846
C 11.504 -7.084 23.118
C 12.578 -7.802 23.497
C 13.711 -7.993 22.699
C 13.662 -7.449 21.433
P 14.562 -8.012 19.967
C 13.634 -9.437 19.630
C 12.767 -9.531 18.550
C 12.109 -10.733 18.291
C 12.282 -11.808 19.152
C 13.067 -11.665 20.331
C 13.789 -10.507 20.582
C 16.146 -8.634 20.557
C 16.879 -9.640 19.978
C 18.008 -10.169 20.596
C 18.496 -9.620 21.762
C 17.855 -8.568 22.357
C 16.666 -8.129 21.751
C 12.559 -6.673 21.067
O 12.679 -6.079 19.829
C 11.577 -5.583 19.221
C 11.679 -5.275 17.894
C 10.576 -4.792 17.209
C 9.335 -4.602 17.765
C 9.240 -4.956 19.111
C 10.361 -5.389 19.856
P 13.229 -5.367 17.034
C 13.649 -3.630 16.736
C 14.132 -3.075 15.518
C 14.586 -1.736 15.542
C 14.494 -0.936 16.641
C 13.964 -1.422 17.779
C 13.521 -2.746 17.837
C 12.991 -6.342 15.565
C 13.943 -6.259 14.520
C 13.835 -7.094 13.436
C 12.868 -8.135 13.432
C 11.986 -8.254 14.518
C 12.049 -7.353 15.569
H 8.947 -6.649 22.713
H 8.898 -7.304 21.108
H 8.057 -5.811 21.427
H 10.399 -4.558 23.174
H 9.288 -3.886 21.918
H 10.980 -3.510 21.844
H 10.648 -6.935 23.731
H 12.639 -8.167 24.540
H 14.470 -8.580 23.080
H 12.704 -8.684 17.921
H 11.559 -10.716 17.347
H 11.813 -12.774 18.895
H 13.066 -12.570 20.996
H 14.357 -10.456 21.473
H 16.615 -10.028 18.984
H 18.577 -11.007 20.173
H 19.441 -9.990 22.163
H 18.177 -8.110 23.279
H 16.152 -7.318 22.185
H 10.608 -4.563 16.154
H 8.463 -4.257 17.223
H 8.222 -4.849 19.525
H 14.148 -3.597 14.572
H 14.969 -1.306 14.613
H 14.898 0.067 16.647
H 13.760 -0.762 18.628
H 13.141 -3.214 18.719
H 14.749 -5.549 14.513
H 14.486 -7.095 12.563
H 12.771 -8.850 12.602
H 11.198 -8.979 14.454
H 11.287 -7.406 16.305
Cl 19.445 -4.655 6.404
C 18.468 -5.617 7.431
C 18.071 -6.885 7.062
C 17.194 -7.598 7.828
Cl 16.583 -9.062 7.324
C 16.725 -7.104 9.156
O 16.100 -7.799 9.971
C 17.181 -5.712 9.480
C 16.802 -5.089 10.771
O 16.216 -5.590 11.699
C 18.006 -5.023 8.617
H 18.576 -7.345 6.233
H 16.968 -3.955 10.778
H 18.450 -4.074 8.881
*
```

---

No. 2
Entry from OMol25: a cluster of 4 separate species, C55H47FN6O6P in total (ωB97M-V with the def2-TZVPD basis set).

The highest occupied orbital energy is -10.607 eV. Its total energy is -91023.3253 eV.

The geometry in ORCA input format:
```
! RIJCOSX wB97M-V def2-TZVPD def2/J DEFGRID3
* xyz 1 1
N -2.071 -7.034 -3.176
P -2.139 -7.068 -4.739
C -2.368 -5.417 -5.513
C -2.015 -5.351 -6.999
C -2.838 -6.101 -8.019
C -1.940 -6.477 -9.195
F -2.682 -6.745 -10.304
N -1.682 -3.929 -7.227
C -2.664 -3.053 -7.814
C -3.366 -2.123 -7.054
C -4.288 -1.280 -7.663
C -4.529 -1.354 -9.031
C -3.833 -2.293 -9.788
C -2.901 -3.125 -9.186
C -1.148 -3.547 -6.029
N -0.423 -2.479 -5.862
C -0.063 -1.552 -6.931
C 1.423 -1.183 -6.912
N 1.895 -1.146 -8.300
N -1.422 -4.411 -5.022
N -1.624 -3.891 -3.731
H -2.786 -7.619 -2.764
H -0.939 -7.536 -5.316
H -3.181 -7.875 -5.232
H -3.386 -5.078 -5.304
H -1.030 -5.839 -7.032
H -3.170 -7.025 -7.557
H -3.705 -5.553 -8.369
H -1.328 -7.338 -8.937
H -1.250 -5.658 -9.404
H -3.208 -2.030 -5.988
H -4.829 -0.548 -7.086
H -5.235 -0.700 -9.508
H -4.011 -2.371 -10.847
H -2.343 -3.839 -9.770
H -0.075 -2.291 -4.934
H -0.303 -1.984 -7.892
H -0.659 -0.652 -6.819
H 1.519 -0.192 -6.472
H 2.005 -1.901 -6.345
H 1.191 -0.756 -8.911
H 2.718 -0.567 -8.381
H -0.796 -3.979 -3.159
H -1.992 -2.948 -3.744
C -2.929 -5.415 0.563
C -2.152 -5.012 -0.519
C -0.835 -4.641 -0.318
C -0.288 -4.656 0.956
C -1.071 -5.046 2.042
C -2.391 -5.434 1.840
C -0.514 -5.032 3.425
O -1.194 -5.373 4.369
C 0.890 -4.574 3.615
C 1.409 -4.496 4.900
C 2.715 -4.079 5.093
C 3.512 -3.747 4.002
C 2.998 -3.817 2.718
C 1.685 -4.223 2.519
C 1.138 -4.259 1.136
O 1.822 -3.963 0.176
H -3.957 -5.717 0.409
H -2.567 -4.999 -1.516
H -0.212 -4.338 -1.149
H -2.988 -5.745 2.686
H 0.786 -4.757 5.744
H 3.116 -4.014 6.095
H 4.534 -3.427 4.156
H 3.611 -3.554 1.867
C -1.856 0.512 2.032
C -1.790 -0.692 2.725
C -1.263 -0.728 4.005
C -0.787 0.436 4.592
C -0.836 1.641 3.888
C -1.381 1.676 2.611
C -0.298 2.897 4.482
O -0.348 3.946 3.871
C 0.308 2.824 5.839
C 0.863 3.971 6.389
C 1.426 3.935 7.653
C 1.428 2.747 8.377
C 0.879 1.597 7.833
C 0.325 1.628 6.560
C -0.233 0.377 5.977
O -0.234 -0.663 6.600
H -2.277 0.541 1.035
H -2.151 -1.603 2.264
H -1.216 -1.662 4.549
H -1.426 2.615 2.077
H 0.848 4.885 5.820
H 1.862 4.832 8.074
H 1.862 2.719 9.368
H 0.882 0.671 8.390
C 1.059 7.157 3.715
C 1.091 8.124 2.714
C 1.804 9.297 2.898
C 2.484 9.516 4.090
C 2.439 8.556 5.101
C 1.733 7.378 4.904
C 3.125 8.777 6.405
O 3.089 7.935 7.279
C 3.850 10.063 6.603
C 4.457 10.316 7.827
C 5.146 11.500 8.025
C 5.236 12.435 6.999
C 4.630 12.190 5.779
C 3.929 11.008 5.578
C 3.261 10.776 4.266
O 3.343 11.588 3.369
H 0.508 6.237 3.570
H 0.557 7.959 1.788
H 1.836 10.049 2.122
H 1.714 6.641 5.690
H 4.386 9.583 8.619
H 5.614 11.698 8.979
H 5.779 13.358 7.154
H 4.694 12.914 4.978
*
```

---

No. 3
Entry from OMol25: a structure of composition C55H49CrNO2P2S2Te (ωB97M-V with the def2-TZVPD basis set).

The energy relative to the best compared isomer or geometry (same formula, charge and spin) is 40.9 kJ/mol. The highest occupied orbital energy (spin up / spin down) is -9.455 / -9.635 eV. Its total energy is -139369.2414 eV.

The geometry in ORCA input format:
```
! RIJCOSX wB97M-V def2-TZVPD def2/J DEFGRID3
* xyz 1 4
Cr -0.549 0.008 -0.320
O -0.827 3.093 -0.456
S 0.232 2.138 -0.159
C 1.503 2.093 -1.442
C 2.331 3.130 -1.795
C 3.379 2.950 -2.716
C 3.591 1.705 -3.254
C 4.616 1.162 -4.204
C 4.307 -0.354 -4.323
C 3.108 -0.576 -3.449
C 2.368 -1.680 -3.126
C 1.271 -1.528 -2.255
C 0.904 -0.334 -1.644
P -2.124 0.419 -2.118
C -3.276 -2.611 -1.359
C -1.859 -2.931 -0.857
C -1.942 -4.121 0.040
C -2.955 -4.853 -0.421
C -3.486 -4.104 -1.589
C -2.340 -3.346 -2.225
C -2.827 1.872 -3.005
C -3.925 1.626 -3.830
C -4.484 2.635 -4.589
C -3.953 3.916 -4.528
C -2.842 4.158 -3.741
C -2.265 3.138 -3.002
C 1.685 0.800 -1.976
C 2.746 0.653 -2.875
C 1.279 2.966 1.049
C 1.193 4.336 1.109
C 2.078 5.115 1.874
C 3.068 4.471 2.565
C 4.170 4.986 3.443
C 4.958 3.726 3.880
C 4.215 2.574 3.271
C 4.399 1.217 3.333
C 3.501 0.386 2.650
C 2.451 0.851 1.873
P 1.289 -0.432 1.217
C 2.457 -1.647 0.525
C 3.704 -1.267 0.038
C 4.529 -2.203 -0.558
C 4.119 -3.519 -0.685
C 2.864 -3.897 -0.234
C 2.032 -2.964 0.354
C 0.932 -1.086 2.898
C 0.243 -0.198 3.725
C 0.000 -0.516 5.048
C 0.438 -1.731 5.555
C 1.107 -2.622 4.734
C 1.358 -2.307 3.409
C 2.253 2.251 1.777
C 3.143 3.065 2.509
H 2.187 4.100 -1.344
H 4.005 3.792 -2.968
H 5.627 1.330 -3.832
H 4.538 1.665 -5.168
H 5.150 -0.967 -3.998
H 4.084 -0.636 -5.353
H 2.602 -2.658 -3.516
H 0.711 -2.428 -2.025
H -1.113 -2.134 -0.696
H -1.268 -4.328 0.848
H -3.350 -5.788 -0.075
H -4.304 -4.480 -2.182
H -2.004 -3.205 -3.232
H -4.332 0.626 -3.878
H -5.320 2.414 -5.239
H -4.385 4.717 -5.106
H -2.414 5.150 -3.703
H -1.394 3.344 -2.406
H 0.417 4.819 0.534
H 1.972 6.189 1.886
H 3.758 5.515 4.305
H 4.803 5.695 2.907
H 5.007 3.637 4.966
H 5.986 3.754 3.513
H 5.203 0.780 3.904
H 3.645 -0.682 2.739
H 4.025 -0.238 0.117
H 5.498 -1.903 -0.923
H 4.768 -4.247 -1.146
H 2.532 -4.917 -0.351
H 1.036 -3.251 0.673
H -0.069 0.764 3.328
H -0.511 0.189 5.687
H 0.270 -1.973 6.593
H 1.455 -3.564 5.129
H 1.904 -3.003 2.789
C -6.415 -0.734 -2.218
C -5.550 -1.576 -1.286
C -4.062 -1.404 -1.501
N -3.615 -0.241 -1.761
H -7.465 -0.842 -1.950
H -6.289 -1.050 -3.251
H -6.147 0.317 -2.138
H -5.802 -2.632 -1.390
H -5.779 -1.284 -0.255
O -2.125 -0.003 1.141
S -2.637 -0.029 2.551
C -2.498 -1.798 3.054
C -3.798 -2.477 2.664
C -4.902 -1.474 2.972
C -4.464 -0.158 2.357
H -2.334 -1.800 4.130
H -1.622 -2.210 2.555
H -3.930 -3.405 3.218
H -3.792 -2.720 1.599
H -5.015 -1.368 4.052
H -5.858 -1.801 2.565
H -4.927 0.705 2.827
H -4.627 -0.123 1.281
Te -1.227 -0.582 -4.132
*
```